(1)
Entry from the OMol25 dataset: C28H23CrN4PS2 as an isolated structure (ωB97M-V/def2-TZVPD).

Structure (XYZ):
```
59
C28H23CrN4PS2 ωB97M-V/def2-TZVPD
Cr -0.438 -0.726 0.402
C -3.393 0.610 0.161
C -2.146 1.289 -0.351
C -1.486 0.831 -1.495
C -0.409 1.546 -2.026
C 0.021 2.714 -1.426
C -0.637 3.186 -0.292
C -1.707 2.485 0.229
H -4.274 1.113 -0.245
H -3.458 0.660 1.249
H -3.432 -0.438 -0.134
H -1.887 -0.016 -2.039
H 0.077 1.180 -2.922
H 0.849 3.273 -1.842
H -0.321 4.111 0.173
H -2.238 2.876 1.090
N 2.593 -0.535 1.083
P 2.070 -0.807 -0.543
C 3.509 -0.214 -1.492
C 4.689 -0.951 -1.583
C 5.780 -0.434 -2.266
C 5.698 0.815 -2.871
C 4.523 1.549 -2.794
C 3.433 1.034 -2.105
C 2.206 -2.612 -0.689
C 2.125 -3.162 -1.969
C 2.083 -4.535 -2.132
C 2.114 -5.370 -1.018
C 2.202 -4.827 0.253
C 2.249 -3.446 0.420
C 1.907 0.225 2.000
C 2.578 0.725 3.128
C 1.877 1.437 4.063
C 0.511 1.665 3.879
C -0.070 1.154 2.751
N 0.596 0.446 1.817
H 3.579 -0.640 1.287
H 4.747 -1.940 -1.142
H 6.693 -1.012 -2.336
H 6.548 1.211 -3.411
H 4.454 2.518 -3.271
H 2.516 1.605 -2.041
H 2.070 -2.518 -2.840
H 1.999 -4.958 -3.124
H 2.043 -6.442 -1.144
H 2.202 -5.472 1.121
H 2.265 -3.024 1.416
H 3.636 0.530 3.244
H 2.383 1.816 4.942
H -0.081 2.214 4.596
H -1.127 1.285 2.565
S -1.384 -2.377 -1.001
C -1.320 -3.787 0.029
C -1.541 -5.063 -0.612
N -1.690 -6.073 -1.141
C -1.049 -3.727 1.348
S -0.694 -2.232 2.184
C -0.976 -4.935 2.134
N -0.905 -5.880 2.786
```

The calculation puts the highest occupied orbital energy (spin up / spin down) at -0.2554 / -0.2698 hartree. The expectation value of S² is 6.04. The energy above the lowest of the compared OMol25 structures with the same formula, charge and spin comes out at 0.156 eV. Its spin multiplicity is 5. The charge is 0.

(2)
Entry from the OMol25 dataset: C28H23F10NRuS2SeSi2 as an isolated structure (ωB97M-V/def2-TZVPD).

Structure (XYZ):
```
68
C28H23F10NRuS2SeSi2 ωB97M-V/def2-TZVPD
Ru 0.249 -0.442 0.108
C -3.122 3.152 -3.041
Si -2.286 4.342 -1.849
C -1.223 5.570 -2.824
C -3.636 5.337 -0.957
C -1.184 3.628 -0.486
C -0.696 4.499 0.480
C 0.114 4.063 1.524
C 0.397 2.713 1.593
N -0.038 1.861 0.677
C -0.779 2.280 -0.363
S -1.127 1.013 -1.482
H -3.831 3.686 -3.679
H -3.661 2.370 -2.507
H -2.390 2.658 -3.679
H -1.833 6.113 -3.550
H -0.427 5.058 -3.369
H -0.756 6.303 -2.163
H -4.310 5.789 -1.688
H -3.210 6.143 -0.355
H -4.232 4.705 -0.296
H -0.946 5.554 0.415
H 0.518 4.750 2.254
H 1.002 2.287 2.386
F 6.184 -1.455 -3.412
C 5.346 -1.086 -2.436
C 4.298 -0.226 -2.710
F 4.126 0.214 -3.961
C 3.455 0.173 -1.693
F 2.442 0.985 -1.983
C 3.622 -0.253 -0.368
S 2.580 0.270 0.922
C 4.697 -1.115 -0.133
F 4.933 -1.557 1.105
C 5.538 -1.536 -1.144
F 6.548 -2.378 -0.880
C -2.350 0.324 2.965
Si -1.382 -0.902 1.871
C -2.483 -2.462 1.884
C 0.211 -1.381 2.810
C 0.934 -2.523 2.450
C 2.124 -2.845 3.082
C 2.607 -2.042 4.104
C 1.891 -0.918 4.494
C 0.718 -0.581 3.839
H -2.449 -0.077 3.975
H -3.355 0.466 2.561
H -1.874 1.305 3.023
H -2.726 -2.704 2.921
H -2.000 -3.330 1.432
H -3.414 -2.284 1.342
H 0.553 -3.177 1.674
H 2.682 -3.718 2.764
H 3.536 -2.292 4.600
H 2.254 -0.297 5.305
H 0.175 0.312 4.133
F -2.867 -6.672 -2.347
C -1.968 -5.716 -2.085
C -2.386 -4.427 -1.804
F -3.696 -4.158 -1.785
C -1.452 -3.447 -1.539
F -1.879 -2.212 -1.278
C -0.075 -3.708 -1.535
Se 1.227 -2.385 -1.204
C 0.306 -5.017 -1.822
F 1.605 -5.331 -1.837
C -0.616 -6.008 -2.094
F -0.215 -7.260 -2.354
```

The calculation puts the highest occupied orbital energy (spin up / spin down) at -0.1714 / -0.1726 hartree. The expectation value of S² is 0.77. The energy above the lowest of the compared OMol25 structures with the same formula, charge and spin comes out at 1.661 eV. Its spin multiplicity is 2. The charge is -1.

(3)
Entry from the OMol25 dataset: C28H23GeN3PdSe as an isolated structure (ωB97M-V/def2-TZVPD).

Structure (XYZ):
```
57
C28H23GeN3PdSe ωB97M-V/def2-TZVPD
Pd -0.412 -0.399 0.570
C -0.319 3.551 -1.667
C 0.268 4.351 -0.703
C 0.819 3.765 0.425
C 0.770 2.383 0.558
N 0.165 1.622 -0.364
C -0.361 2.186 -1.448
C 1.375 1.678 1.719
C 2.272 2.308 2.571
C 2.788 1.619 3.655
C 2.392 0.311 3.867
C 1.517 -0.264 2.967
N 1.030 0.391 1.911
H -0.754 3.970 -2.563
H 0.294 5.426 -0.821
H 1.259 4.384 1.191
H -0.836 1.513 -2.151
H 2.575 3.326 2.384
H 3.487 2.103 4.323
H 2.755 -0.269 4.703
H 1.198 -1.289 3.088
Se -2.560 -0.931 -0.411
C -2.646 -0.579 1.405
N -2.438 -0.418 2.537
C -1.075 -3.504 2.169
Ge -0.052 -2.844 0.652
C 1.880 -2.873 0.983
C 2.847 -2.004 0.486
C 4.188 -2.192 0.780
C 4.587 -3.260 1.572
C 3.639 -4.142 2.068
C 2.296 -3.944 1.777
C -0.555 -3.597 -1.066
C -1.359 -4.710 -1.054
C -1.749 -5.346 -2.250
C -1.333 -4.848 -3.450
C -0.512 -3.693 -3.511
C -0.095 -3.155 -4.751
C 0.679 -2.030 -4.804
C 1.075 -1.393 -3.611
C 0.687 -1.898 -2.401
C -0.113 -3.061 -2.309
H -0.821 -4.553 2.338
H -2.142 -3.431 1.974
H -0.844 -2.941 3.071
H 2.569 -1.162 -0.139
H 4.924 -1.506 0.383
H 5.635 -3.407 1.796
H 3.940 -4.981 2.680
H 1.575 -4.645 2.184
H -1.719 -5.119 -0.116
H -2.380 -6.223 -2.206
H -1.628 -5.324 -4.377
H -0.405 -3.652 -5.662
H 0.994 -1.626 -5.757
H 1.694 -0.506 -3.656
H 1.011 -1.400 -1.490
```

The calculation puts the highest occupied orbital energy (spin up / spin down) at -0.3959 / -0.3955 hartree. The expectation value of S² is 0.76. The energy above the lowest of the compared OMol25 structures with the same formula, charge and spin comes out at 0.446 eV. Its spin multiplicity is 2. The charge is +1.